141
Properties=species:S:1:pos:R:3:forces:R:3:lowdin_charge:R:1 method="wB97M-V/def2-TZVPD" total_charge=+1 mol_weight_g_mol=829.7 s2=2.01 orbital_gap_ev="7.471 / 7.862" spin_multiplicity=3
C -2.5317 -1.2909 5.1062 -0.610 -0.187 1.501 -0.132
C -1.7588 -2.6172 4.6508 -1.068 -0.095 0.807 -0.224
C -1.1051 -2.6749 3.1975 -1.413 -1.535 -0.162 -0.243
C -0.9490 -4.2849 2.9076 0.269 -0.114 -1.425 -0.068
C 0.2405 -1.8050 2.9180 0.164 -0.391 -0.806 -0.198
C 1.2340 -2.0318 4.1534 1.840 -0.371 1.070 -0.214
N 1.9269 -3.3949 4.1602 -0.190 0.948 -0.459 -0.146
C 3.2885 -3.2982 4.7705 -0.107 -1.523 0.469 -0.134
C 0.9137 -2.4066 1.5474 -1.086 -2.128 1.319 -0.246
O -0.0948 -2.4886 0.5769 0.973 0.126 -0.423 0.023
N 2.2433 -1.7422 1.2040 1.191 -0.198 1.442 -0.026
C 2.9532 -2.3418 0.0309 0.754 -2.345 -0.759 0.005
B 2.4564 -2.0969 -1.4708 -1.143 -0.211 -3.106 -0.463
O 2.8694 -3.0542 -2.4950 -1.293 0.805 3.066 0.089
O 1.5960 -1.0177 -1.9358 3.013 -1.245 0.913 0.089
C 2.2881 -0.2652 1.4236 -0.710 2.960 2.621 -0.078
B 3.4601 0.5965 0.7023 1.704 2.109 -1.865 -0.451
O 3.3762 1.0761 -0.6778 1.281 -1.964 2.527 0.100
O 4.6781 1.0149 1.3993 -2.436 -2.607 -1.428 -0.028
C 5.2891 -0.0983 2.1151 1.256 1.050 1.700 -0.073
C 0.7955 0.4254 1.3988 0.307 -1.176 -2.193 -0.153
C 0.8269 2.0060 1.2037 0.870 1.218 -0.808 -0.149
C -0.5185 2.8497 1.2899 -0.496 1.139 -1.350 -0.185
C -1.2946 2.9218 -0.1526 -1.106 0.684 0.612 -0.179
C -2.8762 3.2784 0.0954 -0.594 -0.096 -0.421 -0.178
C -3.8823 2.3875 -0.7889 -1.269 -0.196 -1.012 -0.279
N -4.8185 1.5313 0.0463 0.623 0.643 0.053 -0.046
C -0.0805 -0.1997 2.5936 1.329 0.489 0.438 -0.365
O -1.5070 0.0575 2.4425 -1.313 -0.317 -3.551 -0.110
C -2.0271 -0.0888 1.1659 0.313 -2.080 -3.134 -0.215
N -2.3316 -0.3900 0.0253 1.579 1.833 6.221 0.209
P 0.1965 0.6571 4.3271 -0.607 0.409 1.045 1.045
C -1.2598 1.8806 4.6753 0.559 0.645 0.685 -0.257
C 1.6898 1.7931 4.4095 -0.089 2.009 1.125 -0.411
C 1.8666 2.1530 6.0106 1.083 -0.807 -0.862 -0.157
H -1.8865 -0.5961 5.7762 -0.996 -1.024 -1.549 0.057
H -3.0868 -0.7285 4.2772 1.142 -0.832 1.052 0.076
H -3.3749 -1.6372 5.8323 1.402 0.532 -1.228 0.091
H -1.0671 -2.9571 5.5217 -0.879 0.620 -1.617 0.121
H -2.5979 -3.4253 4.6595 1.590 1.305 -0.311 0.118
H -1.9716 -2.4245 2.4643 1.770 0.156 1.209 0.147
H 0.1083 -4.6867 3.0038 -1.281 0.544 0.055 0.058
H -1.2604 -4.4877 1.8052 0.599 0.356 1.866 0.098
H -1.6307 -4.9381 3.5420 0.880 1.166 -0.639 0.085
H 0.7890 -1.9454 5.2006 0.092 0.435 -1.829 0.105
H 2.1634 -1.3303 4.1865 -1.821 -0.581 -0.358 0.103
H 1.3069 -4.0416 4.6668 0.773 0.320 -0.215 0.099
H 4.0492 -2.9182 3.9978 -1.094 -0.221 1.268 0.076
H 3.2762 -2.7060 5.7525 0.339 -0.572 -1.413 0.096
H 3.6057 -4.3860 5.0219 -0.365 1.895 -0.366 0.105
H 1.2751 -3.5041 1.7018 -0.818 1.970 0.120 0.162
H -0.1008 -1.8866 -0.1865 0.166 0.232 0.488 0.099
H 2.8516 -2.1110 1.9871 -1.073 0.330 -0.582 0.164
H 4.1092 -2.1990 0.0496 -1.985 0.217 0.259 0.168
H 2.8539 -3.4939 0.2022 0.172 1.888 -0.214 0.167
H 2.8085 -3.9757 -2.1347 0.524 1.079 -0.564 0.120
H 2.2112 -0.4444 -2.4700 -1.226 -0.378 0.429 0.130
H 2.5704 -0.0893 2.5425 -0.291 -0.794 -1.771 0.130
H 4.3163 0.9899 -0.9944 -1.118 0.816 0.271 0.135
H 4.8819 -1.1316 1.8407 0.685 1.400 0.354 0.077
H 6.4316 -0.0102 1.9310 -2.025 -0.544 0.081 0.129
H 5.1619 0.1332 3.2477 0.070 -0.820 -1.780 0.116
H 0.4590 0.0609 0.3413 -0.187 0.470 1.917 0.145
H 1.1630 2.2004 0.1018 -0.406 -0.620 1.880 0.135
H 1.6311 2.5738 1.8132 -1.225 -1.372 -0.611 0.114
H -1.3042 2.5701 2.0508 1.292 -0.020 -0.690 0.065
H -0.2214 3.9534 1.5022 -0.418 -1.919 -0.099 0.133
H -0.8961 3.7970 -0.7950 -0.245 -1.684 0.991 0.118
H -1.2498 1.9369 -0.7312 0.126 1.382 0.862 0.087
H -3.1896 3.1342 1.1962 0.653 0.128 -1.569 0.104
H -3.1115 4.3838 -0.1555 0.636 -1.751 0.479 0.108
H -4.5939 3.0199 -1.4723 1.748 -0.567 1.121 0.086
H -3.3436 1.6636 -1.5104 -0.555 1.195 1.287 0.099
H -5.2212 2.0773 0.8216 0.137 -0.233 -0.737 0.056
H -5.5877 1.1638 -0.5303 0.550 0.378 0.405 0.060
H -1.1785 2.0797 5.8176 -0.115 -0.435 -1.894 0.054
H -1.1031 2.8963 4.1718 -0.523 -1.476 0.529 0.046
H -2.2825 1.4091 4.5105 1.555 0.747 -0.067 0.040
H 2.7027 1.3636 4.1146 -1.505 0.561 -0.088 0.070
H 1.4666 2.8319 3.9378 0.652 -1.922 0.312 0.082
H 2.5645 1.3319 6.4428 -1.500 1.346 -0.366 0.080
H 0.8670 2.2056 6.5597 1.635 0.052 -0.683 0.056
H 2.4738 3.1241 6.0420 -1.180 -1.271 0.219 0.082
C 9.5214 -4.3617 -4.8619 -0.048 -0.181 -0.281 -0.038
C 8.7710 -3.8394 -3.6078 2.001 -0.590 -0.499 -0.478
C 8.3396 -5.0297 -2.7205 -0.440 0.017 0.039 -0.136
C 7.1602 -5.8176 -3.2871 0.030 0.090 -0.025 -0.181
C 5.9961 -4.8896 -3.6215 0.272 -0.025 0.314 -0.139
C 6.4012 -3.7086 -4.5313 -1.153 -0.429 -1.779 -0.478
N 7.6139 -2.9903 -4.0325 -1.602 0.634 4.173 -0.039
O 7.2338 -2.2388 -2.9573 0.826 -0.885 -2.295 -0.042
C 6.6430 -4.2237 -5.9713 0.241 -0.262 -0.076 -0.038
C 5.1792 -2.7679 -4.6920 0.363 0.447 0.541 -0.047
C 9.8534 -3.0307 -2.8433 -0.614 0.424 0.235 -0.047
H 9.4546 -3.6518 -5.6912 -0.080 -0.077 0.112 0.092
H 10.5885 -4.5033 -4.6661 -0.205 0.087 0.211 0.084
H 9.1605 -5.3326 -5.2032 -0.081 0.113 -0.054 0.066
H 8.0632 -4.6679 -1.7222 0.039 0.177 -0.126 0.120
H 9.1841 -5.7116 -2.5721 0.070 0.263 -0.132 0.128
H 7.4640 -6.3791 -4.1742 0.000 0.027 -0.004 0.105
H 6.8332 -6.5599 -2.5531 0.046 0.007 -0.069 0.114
H 5.1988 -5.4731 -4.0953 0.065 0.250 -0.157 0.126
H 5.5734 -4.5088 -2.6822 0.110 0.196 -0.095 0.110
H 7.0146 -3.4231 -6.6175 -0.006 -0.052 0.137 0.095
H 5.7118 -4.5922 -6.4131 0.008 0.169 0.233 0.090
H 7.3369 -5.0600 -6.0304 0.054 0.117 0.042 0.059
H 4.8054 -2.3936 -3.7363 0.283 -0.049 -0.150 0.047
H 4.3420 -3.2926 -5.1621 0.300 -0.150 0.031 0.090
H 5.4241 -1.9091 -5.3243 0.081 -0.098 0.057 0.092
H 10.1985 -2.1775 -3.4355 -0.099 -0.087 0.035 0.092
H 10.7241 -3.6573 -2.6265 -0.256 -0.124 -0.248 0.086
H 9.5013 -2.6595 -1.8772 -0.141 0.044 -0.222 0.073
C -7.2639 6.2473 -2.9152 -0.083 0.072 -0.315 -0.039
C -7.5954 5.3173 -1.7179 1.667 0.892 -0.823 -0.473
C -7.3252 3.8458 -2.1061 -0.381 -0.224 0.043 -0.148
C -8.3744 3.2603 -3.0489 -0.019 0.094 0.045 -0.180
C -9.7804 3.4668 -2.4938 0.344 -0.129 0.225 -0.135
C -10.0798 4.9370 -2.1262 -1.549 0.404 -1.425 -0.485
N -9.0076 5.5463 -1.2804 0.006 -3.164 3.059 -0.044
O -9.1386 5.0380 -0.0201 0.150 1.512 -2.149 -0.023
C -10.2714 5.7660 -3.4198 0.252 0.034 -0.247 -0.043
C -11.4756 5.0025 -1.4531 0.392 -0.073 0.658 -0.045
C -6.5621 5.7316 -0.6358 -0.566 -0.224 0.505 -0.046
H -7.8256 7.1842 -2.8599 -0.015 -0.161 0.011 0.091
H -6.2056 6.5259 -2.9316 -0.110 -0.188 0.199 0.081
H -7.4538 5.7827 -3.8834 -0.128 0.060 0.061 0.066
H -7.2900 3.2236 -1.2028 -0.072 0.205 0.075 0.114
H -6.3384 3.7561 -2.5739 -0.059 0.284 0.086 0.108
H -8.2898 3.7075 -4.0429 0.006 0.027 0.008 0.103
H -8.1892 2.1900 -3.1790 0.003 0.068 -0.028 0.113
H -10.5104 3.1061 -3.2268 -0.057 0.266 0.113 0.125
H -9.9023 2.8291 -1.6087 0.000 0.233 0.048 0.124
H -10.3996 6.8280 -3.1904 0.057 -0.120 0.041 0.093
H -11.1656 5.4401 -3.9606 0.052 -0.066 0.277 0.088
H -9.4551 5.6668 -4.1330 0.036 0.057 0.107 0.057
H -11.5464 4.3710 -0.5630 0.198 0.178 -0.061 0.078
H -12.2541 4.6533 -2.1384 0.326 0.060 -0.137 0.085
H -11.7263 6.0281 -1.1665 0.103 -0.088 -0.005 0.090
H -6.7070 6.7729 -0.3315 -0.054 -0.117 -0.036 0.092
H -5.5407 5.6373 -1.0191 -0.262 -0.019 -0.265 0.072
H -6.6083 5.1022 0.2570 -0.240 0.110 -0.087 0.073